No. 1
ORCA calculation (ωB97M-V/def2-TZVPD) on the molecule C22H27ClN2O3.

Results
E_HOMO	-8.446	eV
largest force on an atom	0.7	eV/Å
LUMO level	0.64	eV
ΔE to the lowest compared entry with this formula, charge and spin	13.5	kcal/mol
SMILES string	CCOc1cc(CNC2CCCC2)c(Cl)cc1OCC(=O)Nc1ccccc1
HOMO-LUMO gap	9.09	eV

ORCA input file:
```
! wB97M-V def2-TZVPD RIJCOSX def2/J DEFGRID3
* xyz 0 1
C 4.1794 0.0102 3.6890
C 3.7645 -0.0343 2.2258
O 2.3583 0.1803 2.1647
C 1.8254 0.8456 1.0998
C 0.7068 1.6282 1.3564
C 0.0281 2.3125 0.3600
C -1.2483 3.0597 0.6709
N -2.4404 2.4803 0.0772
C -2.6670 1.0738 0.3696
C -3.8362 0.5457 -0.4688
C -4.4236 -0.5696 0.3852
C -4.3860 0.0218 1.7927
C -3.0966 0.8552 1.8361
C 0.5318 2.2184 -0.9323
Cl -0.2146 3.0818 -2.2344
C 1.6286 1.4271 -1.2266
C 2.2725 0.7161 -0.2254
O 3.3148 -0.1573 -0.4793
C 3.2417 -0.8944 -1.6817
C 1.9106 -1.6481 -1.8474
O 1.4621 -1.9035 -2.9411
N 1.3568 -1.9735 -0.6552
C 0.0955 -2.5157 -0.3797
C -0.3320 -2.5004 0.9463
C -1.5579 -3.0389 1.2845
C -2.3686 -3.5925 0.3061
C -1.9488 -3.5922 -1.0134
C -0.7218 -3.0581 -1.3646
H 3.9575 0.9863 4.1121
H 3.6346 -0.7428 4.2519
H 5.2450 -0.1821 3.7744
H 4.0130 -1.0118 1.7941
H 4.2878 0.7381 1.6546
H 0.3542 1.6733 2.3750
H -1.1735 4.0880 0.3060
H -1.3850 3.0878 1.7546
H -2.4058 2.6011 -0.9304
H -1.7710 0.4611 0.1599
H -3.5158 0.2025 -1.4518
H -4.5651 1.3479 -0.5936
H -5.4297 -0.8498 0.0761
H -3.7822 -1.4501 0.3283
H -4.4036 -0.7474 2.5639
H -5.2523 0.6677 1.9388
H -3.2747 1.8167 2.3144
H -2.3125 0.3363 2.3866
H 1.9599 1.3501 -2.2493
H 3.4055 -0.2728 -2.5683
H 4.0575 -1.6218 -1.6230
H 1.8724 -1.6952 0.1707
H 0.2994 -2.0616 1.7067
H -1.8828 -3.0246 2.3142
H -3.3228 -4.0220 0.5726
H -2.5805 -4.0147 -1.7803
H -0.3938 -3.0570 -2.3905
*
```

Atomic partial charges in e from the Mulliken method, atoms 1 to 6: number 1, C, carries -1.3581; number 2, C, carries -0.1943; number 3, O, carries -0.4464; number 4, C, carries 0.2055; number 5, C, carries -0.2487; number 6, C, carries 0.0782



No. 2
ORCA calculation (ωB97M-V/def2-TZVPD) on the molecule C22H27ClN6O at a distorted geometry.

Results
E_HOMO	-8.198	eV
largest force on an atom	1.0	eV/Å
LUMO level	0.24	eV
SMILES string	O=C(c1nc2ccc(Cl)cn2c1CNCCc1cnccn1)N1CCCCCCC1
HOMO-LUMO gap	8.44	eV

ORCA input file:
```
! wB97M-V def2-TZVPD RIJCOSX def2/J DEFGRID3
* xyz 0 1
O 1.5913 -0.8874 3.2807
C 0.4784 -1.1033 2.8085
C 0.3669 -1.2988 1.3394
N -0.5719 -2.0431 0.7039
C -0.2459 -2.0453 -0.5719
C -0.8820 -2.6567 -1.6614
C -0.3508 -2.5173 -2.9100
C 0.8314 -1.7639 -3.0796
Cl 1.5064 -1.5894 -4.6580
C 1.4498 -1.1639 -2.0247
N 0.9163 -1.2993 -0.7875
C 1.3101 -0.8258 0.4302
C 2.4746 0.0897 0.6448
N 2.1533 1.5057 0.7199
C 1.5480 2.1076 -0.4410
C 0.0057 1.9664 -0.5492
C -0.4266 2.1422 -1.9657
C -0.6175 3.3974 -2.5470
N -0.9469 3.5383 -3.8178
C -1.0963 2.4317 -4.5327
C -0.9157 1.1791 -3.9644
N -0.5795 1.0376 -2.6921
N -0.6202 -1.1717 3.5916
C -1.9708 -1.3304 3.1130
C -2.7683 -0.0132 3.0493
C -1.9233 1.1924 2.6225
C -1.4634 2.0888 3.7756
C -0.3971 1.5134 4.7115
C -0.8700 0.3376 5.5753
C -0.4338 -1.0238 5.0199
H -1.7793 -3.2233 -1.4785
H -0.8139 -2.9729 -3.7696
H 2.3538 -0.5867 -2.1335
H 3.2058 -0.0425 -0.1583
H 2.9430 -0.1781 1.5943
H 1.6254 1.7089 1.5608
H 2.0130 1.6700 -1.3283
H 1.7961 3.1746 -0.4317
H -0.4698 2.7089 0.0935
H -0.2955 0.9716 -0.2234
H -0.5052 4.3093 -1.9759
H -1.3650 2.5621 -5.5712
H -1.0395 0.2657 -4.5297
H -2.4864 -2.0334 3.7753
H -1.9232 -1.7714 2.1181
H -3.5740 -0.1664 2.3289
H -3.2395 0.1978 4.0092
H -2.5161 1.8129 1.9456
H -1.0536 0.8455 2.0630
H -2.3368 2.3757 4.3680
H -1.0567 3.0066 3.3403
H 0.4777 1.2065 4.1372
H -0.0785 2.3260 5.3687
H -1.9530 0.3750 5.6920
H -0.4397 0.4225 6.5752
H 0.6349 -1.1548 5.2059
H -0.9828 -1.8238 5.5279
*
```

Atomic partial charges in e from the Mulliken method, atoms 1 to 6: number 1, O, carries -0.6930; number 2, C, carries 0.4893; number 3, C, carries 1.5509; number 4, N, carries -0.8930; number 5, C, carries 0.4004; number 6, C, carries -1.0968



No. 3
ORCA calculation (ωB97M-V/def2-TZVPD) on a structure of composition C22H27HfN2Se at a distorted geometry.

Results
E_HOMO	-10.805	eV
largest force on an atom	2.4	eV/Å
LUMO level	-3.36	eV
ΔE to the lowest compared entry with this formula, charge and spin	0.0	kcal/mol
HOMO-LUMO gap	7.45	eV

ORCA input file:
```
! wB97M-V def2-TZVPD RIJCOSX def2/J DEFGRID3
* xyz 1 1
C 1.7984 3.1678 -1.3792
C 1.0794 3.7796 -2.5643
C 2.1077 4.4698 -0.4972
C 3.2028 2.8457 -1.9042
H 2.6272 5.1670 -1.1625
H 2.7625 4.3194 0.3601
H 1.2258 4.9913 -0.1294
H 1.7189 4.5998 -2.9404
H 0.1145 4.2328 -2.3478
H 0.9388 3.0989 -3.4024
H 3.6114 3.7603 -2.3585
H 3.2125 2.0788 -2.6769
H 3.9371 2.5488 -1.1563
C -1.4638 0.8016 0.6601
C -0.7297 1.9214 1.1833
C -0.6611 2.9252 0.1685
H -0.4624 2.0844 2.2271
C -1.4965 2.5006 -0.9175
C -1.9514 1.1822 -0.6328
H -2.6411 0.6121 -1.2460
H -1.7832 -0.0727 1.2341
H -0.2242 3.9104 0.2679
H -1.8001 3.1375 -1.7430
C 2.2758 -0.6965 0.0504
C 1.3698 -0.4341 1.1315
C 1.5936 0.9180 1.5636
H 0.7831 -1.1788 1.6695
C 2.5237 1.5191 0.6702
C 2.9998 0.4945 -0.2195
H 3.8362 0.6067 -0.9026
H 2.4751 -1.6531 -0.4226
H 1.2811 1.3678 2.5062
H 2.9348 2.5148 0.7601
Hf 0.6096 1.0750 -0.6290
C -3.3966 -2.2545 -0.7762
N -2.1819 -2.8657 -0.2367
C -0.8844 -2.5070 -0.5094
Se -0.2345 -1.2182 -1.7646
N -0.1372 -3.3211 0.2914
C -0.9265 -4.1154 1.1271
C -0.5944 -5.0891 2.0660
C -1.6519 -5.7506 2.7073
C -2.9853 -5.4444 2.3772
C -3.2964 -4.4842 1.4056
C -2.2300 -3.8141 0.8082
H -3.7709 -1.5173 -0.0548
H -4.1353 -3.0533 -0.9163
H -3.1237 -1.7712 -1.7174
H 0.8660 -3.3385 0.2801
H 0.4492 -5.3161 2.2736
H -1.4719 -6.5239 3.4599
H -3.7960 -5.9684 2.8779
H -4.3042 -4.2425 1.0805
*
```

Atomic partial charges in e from the Mulliken method, atoms 1 to 6: number 1, C, carries 1.0589; number 2, C, carries -1.8685; number 3, C, carries -1.5858; number 4, C, carries -1.9610; number 5, H, carries 0.4943; number 6, H, carries 0.3369



No. 4
ORCA calculation (ωB97M-V/def2-TZVPD) on a structure of composition C22H27IMnN3O2.

Results
E_HOMO (alpha / beta)	-7.478 / -7.512	eV
largest force on an atom	0.2	eV/Å
LUMO level (alpha / beta)	-0.09 / 0.08	eV
ΔE to the lowest compared entry with this formula, charge and spin	0.0	kcal/mol
HOMO-LUMO gap (alpha / beta)	7.39 / 7.60	eV

ORCA input file:
```
! wB97M-V def2-TZVPD RIJCOSX def2/J DEFGRID3
* xyz 0 5
Mn 0.2824 0.0378 0.4416
C 0.7947 3.7543 0.7498
N 0.4446 2.6665 -0.1694
C -0.8738 2.9451 -0.7734
C -2.1221 2.4651 0.0024
C -1.9383 1.8774 1.4027
N -1.5081 0.4834 1.3641
C -2.2291 -0.3904 1.9697
C -2.0132 -1.8110 2.0788
C -2.9185 -2.5146 2.9003
C -2.8440 -3.8717 3.0720
C -1.8342 -4.5736 2.3877
C -0.9449 -3.9259 1.5732
C -0.9921 -2.5178 1.3828
O -0.1412 -1.9547 0.5989
C 1.4346 2.6508 -1.2624
C 2.8803 2.3790 -0.8493
C 3.0904 1.0865 -0.0417
N 2.1201 0.0876 -0.4640
C 2.3573 -0.6208 -1.5053
C 1.3562 -1.3309 -2.2587
C 1.7707 -2.2990 -3.1890
C 0.8733 -2.9189 -4.0223
C -0.4745 -2.5370 -3.9584
C -0.9047 -1.5704 -3.0829
C -0.0089 -0.9453 -2.1900
O -0.4426 -0.0142 -1.3817
H 0.9184 4.6972 0.1954
H 1.7153 3.5314 1.2829
H 0.0148 3.9006 1.4927
H -0.8839 2.4564 -1.7452
H -0.9444 4.0263 -0.9560
H -2.6108 1.6935 -0.5959
H -2.8296 3.2924 0.0801
H -2.8914 1.9444 1.9385
H -1.2034 2.4305 1.9893
H -3.1260 -0.0232 2.4781
H -3.6926 -1.9502 3.4098
H -3.5438 -4.3905 3.7113
H -1.7592 -5.6481 2.5051
H -0.1712 -4.4631 1.0404
H 1.4089 3.6156 -1.7928
H 1.1165 1.8869 -1.9712
H 3.3052 3.2187 -0.2967
H 3.4444 2.3075 -1.7838
H 2.9427 1.2819 1.0195
H 4.1121 0.7189 -0.1819
H 3.3790 -0.6342 -1.8996
H 2.8227 -2.5583 -3.2350
H 1.1994 -3.6754 -4.7215
H -1.1935 -3.0113 -4.6153
H -1.9444 -1.2753 -3.0356
I 1.2946 1.5315 3.5994
C 1.1611 -0.1438 2.2889
H 0.5686 -0.8717 2.8394
H 2.1760 -0.5257 2.1840
*
```

Atomic partial charges in e from the Mulliken method, atoms 1 to 6: number 1, Mn, carries 0.4756; number 2, C, carries -1.4011; number 3, N, carries 0.8938; number 4, C, carries -1.0727; number 5, C, carries -0.8538; number 6, C, carries -1.0285



Question: What is the formula in the third record?
Answer: C22H27HfN2Se



Question: Look up the largest force on an atom of the second one.
Answer: 1.0 eV/Å